{
  "formula": "C15H22BrF3NO11P2S",
  "method": "the ωB97M-V functional and the def2-TZVPD basis",
  "symbols": ["C", "C", "O", "O", "C", "C", "C", "F", "F", "F", "O", "C", "N", "C", "S", "C", "C", "C", "C", "Br", "C", "P", "O", "O", "O", "C", "P", "O", "O", "O", "H", "H", "H", "H", "H", "H", "H", "H", "H", "H", "H", "H", "H", "H", "H", "H", "H", "H", "H", "C", "C", "O", "O", "H", "H", "H"],
  "xyz": [[0.982340, 1.738656, 2.633519], [1.896832, 0.596481, 2.295749], [1.807553, -0.479837, 2.848709], [2.878337, 0.767398, 1.306033], [2.373665, 1.077866, 0.029217], [1.968791, -0.176822, -0.749769], [3.241516, -0.923488, -1.168918], [3.951070, -1.318893, -0.121379], [2.952814, -2.017876, -1.898158], [4.039451, -0.148591, -1.927367], [1.298218, -1.143649, 0.026661], [-0.091260, -1.119252, -0.149760], [-0.483552, -2.517170, -0.516988], [0.136139, -3.442667, -0.003044], [0.911838, -4.662313, 0.543945], [-0.442299, -0.114819, -1.287985], [-1.386035, -0.659629, -2.333738], [-2.706317, -1.264759, -1.782297], [-3.010639, -2.652136, -2.335728], [-4.906054, -2.784601, -2.830895], [-0.735570, 1.287201, -0.673564], [-2.430233, 1.911125, -0.595968], [-2.387603, 3.248778, -0.017142], [-3.093457, 1.959252, -2.065211], [-3.247003, 0.918662, 0.384373], [0.991818, -0.025407, -1.916567], [1.256650, 1.200227, -3.219695], [0.105180, 1.341934, -4.106582], [2.528442, 0.703628, -4.067443], [1.706006, 2.594968, -2.589716], [1.284910, 2.695978, 2.225869], [-0.032331, 1.485620, 2.359891], [0.964683, 1.814904, 3.719208], [1.573107, 1.804475, 0.115373], [3.168524, 1.572862, -0.514100], [-0.635789, -0.841667, 0.748553], [-1.644384, 0.109385, -3.047435], [-0.899238, -1.432569, -2.916625], [-2.632112, -1.321170, -0.705286], [-3.508264, -0.581538, -2.015507], [-2.872159, -3.390327, -1.566071], [-2.421759, -2.857969, -3.214805], [-0.433406, 1.269431, 0.364981], [-0.166265, 2.078190, -1.141015], [-4.007603, 1.663585, -2.021525], [-4.100739, 0.717182, -0.011131], [1.052321, -0.953206, -2.484819], [2.504850, -0.253079, -4.140635], [2.287764, 3.018077, -3.232380], [0.494409, -0.488217, 6.555864], [-0.474964, 0.527042, 5.905107], [-1.458666, 0.041710, 5.305598], [-0.154007, 1.732688, 6.048029], [0.161279, -1.513489, 6.391757], [1.492845, -0.372199, 6.128832], [0.554248, -0.305331, 7.631362]],
  "atomic_forces_ev_per_a": [[0.6, 0.1, 0.1], [-0.5, -2.1, 0.8], [0.6, 1.7, -0.8], [-0.3, -0.1, 0.3], [0.1, 0.5, 0.3], [-0.1, -0.7, -0.2], [0.3, -0.1, 0.2], [0.0, -0.1, 0.0], [0.0, -0.1, -0.2], [0.1, 0.1, -0.1], [-0.2, 0.6, 1.0], [-0.8, -0.8, -0.9], [0.9, -0.1, 1.0], [-0.8, 0.9, -0.9], [0.1, -0.4, 0.2], [1.9, 0.6, 0.0], [-1.2, -0.3, 0.0], [0.6, 0.3, 0.0], [-0.4, 0.6, 0.3], [0.1, -0.1, -0.1], [-1.2, -1.2, -0.5], [0.6, 1.7, 1.2], [0.2, 0.5, 0.0], [0.1, -1.0, 0.5], [0.1, -0.2, -1.3], [0.1, 0.4, -0.4], [-0.8, 0.0, -1.0], [-0.6, -0.1, 0.1], [0.2, 0.4, 0.7], [0.6, -0.6, 0.1], [0.0, 0.1, -0.2], [-0.3, 0.0, 0.0], [-0.1, 0.0, 0.3], [-0.2, 0.0, -0.1], [0.2, 0.1, -0.1], [0.2, -0.2, 0.4], [0.2, 0.3, -0.1], [0.4, -0.2, 0.0], [-0.3, -0.1, 0.2], [-0.3, 0.0, -0.1], [0.2, -0.4, 0.0], [-0.1, -0.3, -0.3], [-0.1, 0.2, 0.3], [-0.1, 0.2, -0.2], [-0.2, 0.1, -0.4], [-0.3, -0.4, 0.4], [0.3, -0.2, -0.1], [0.3, -0.3, -0.3], [0.1, 0.5, 0.1], [-0.1, -0.2, 0.0], [0.1, -0.2, 0.1], [-0.1, 0.2, -0.1], [0.0, 0.1, -0.2], [0.0, 0.0, 0.0], [0.0, 0.1, 0.1], [0.1, 0.1, 0.0]],
  "mulliken_charge": [-0.80, 0.71, -0.50, -0.40, -1.28, 0.92, 0.50, -0.23, -0.29, -0.28, -0.52, -0.42, -0.36, 0.48, -0.40, 2.41, -1.86, -0.88, -0.74, -0.22, 0.04, 0.78, -0.83, -0.54, -0.53, -1.96, 1.02, -0.77, -0.60, -0.53, 0.41, 0.18, 0.26, 0.60, 0.44, 0.65, 0.66, 0.66, 0.39, 0.59, 0.38, 0.44, -0.93, 0.33, 0.36, 0.36, 1.53, 0.37, 0.35, -0.82, 0.66, -0.73, -0.77, 0.27, 0.16, 0.29],
  "charge": -1
}

{
  "formula": "C15H22BrN2O5P",
  "method": "the ωB97M-V functional and the def2-TZVPD basis",
  "symbols": ["C", "C", "C", "H", "H", "H", "H", "O", "P", "O", "O", "C", "C", "H", "H", "H", "C", "H", "H", "H", "H", "H", "H", "H", "C", "N", "C", "O", "C", "C", "C", "C", "C", "C", "H", "H", "H", "H", "Br", "H", "C", "O", "N", "H", "H", "H"],
  "xyz": [[1.401703, -2.547279, 0.145519], [-0.029993, -2.777973, 0.893926], [-0.952444, -3.768310, 0.059303], [-1.094923, -3.280624, -0.831663], [-0.436600, -4.471376, 0.147433], [-1.675373, -3.771941, 0.764412], [0.485387, -3.137102, 2.030275], [-0.594006, -1.365815, 1.065342], [-1.565504, -0.591846, 0.122049], [-2.982308, -1.195086, 0.150218], [-0.696439, -0.616920, -1.365721], [-1.334561, -0.166971, -2.587055], [-2.139563, -1.362385, -2.873308], [-2.464598, -1.365136, -4.046489], [-1.386587, -2.205188, -3.139137], [-2.724134, -1.873469, -2.268221], [-2.361871, 0.906671, -2.172892], [-1.758355, 1.745822, -1.873108], [-3.291791, 0.590826, -1.803949], [-2.642970, 1.051934, -3.338708], [-0.530422, 0.115435, -3.109445], [1.376967, -2.127492, -0.916600], [2.068042, -1.844366, 0.577019], [2.090315, -3.512910, -0.011587], [-1.555683, 1.056454, 0.865050], [-0.161161, 1.327454, 1.166654], [0.512097, 2.078922, 0.345117], [-0.071433, 2.350308, -0.980447], [2.121055, 2.184703, 0.473407], [2.939616, 1.752069, -0.463793], [4.261211, 2.024081, -0.455763], [4.675015, 2.807265, 0.780550], [3.780159, 3.049542, 1.732052], [2.443598, 2.937542, 1.668014], [1.747505, 3.226645, 2.352110], [4.123333, 3.474214, 2.483394], [5.657231, 2.983406, 0.891733], [5.136101, 1.483503, -1.001778], [2.407402, 0.855200, -2.122973], [0.556864, 1.008471, 1.916535], [-1.923634, 0.493092, 2.660245], [-0.955702, 0.613998, 3.478940], [-3.122240, 0.287284, 2.623890], [-3.507794, -0.031302, 3.610796], [-3.603359, -0.030415, 1.657184], [-2.220154, 1.639065, 0.701471]],
  "atomic_forces_ev_per_a": [[0.1, -1.9, -2.4], [4.6, 1.2, 0.2], [-3.2, 12.0, 2.5], [-0.7, 0.5, -2.2], [7.4, -11.6, 0.1], [-3.6, -0.7, 1.2], [-2.7, 1.0, -3.1], [1.1, -2.0, 0.5], [-1.3, -1.2, -2.9], [2.3, 1.6, -0.3], [-0.4, -0.3, 4.7], [-5.3, -1.4, 6.5], [4.6, -1.9, -10.0], [-0.4, 0.4, 2.8], [-0.5, 0.9, 0.8], [-3.3, -1.0, 3.3], [2.0, 0.9, -6.6], [-0.8, 0.7, 0.7], [-0.7, -0.5, 1.3], [0.0, 0.8, 2.3], [2.3, 1.2, -2.8], [-0.8, -0.6, 1.2], [0.3, 0.7, 1.3], [-1.9, 1.6, 0.8], [9.7, -11.0, 6.4], [2.4, 2.1, 0.3], [-0.1, 0.0, -10.0], [3.1, -0.4, 7.6], [-7.4, 2.8, 4.3], [1.1, -1.6, -4.2], [4.2, 1.1, 3.9], [-2.5, -4.1, -5.6], [-1.8, -0.6, -3.0], [1.0, -3.9, -5.4], [-1.7, 0.8, 1.7], [3.3, 4.0, 7.1], [3.3, 0.7, 0.5], [-2.2, 1.4, 0.4], [-0.1, 0.1, 0.9], [-3.2, -0.2, -0.7], [10.5, 3.3, -1.1], [-4.4, -0.8, -2.4], [-8.6, -3.3, 2.0], [0.3, 0.7, -2.8], [1.3, 0.5, 2.7], [-7.4, 8.1, -2.4]],
  "mulliken_charge": [-1.03, 0.43, -1.92, 0.26, 0.97, 0.46, 0.27, -0.28, 1.63, -0.94, -0.21, -0.28, -1.43, 0.29, 0.32, 0.48, -1.48, 0.40, 0.37, 0.44, 0.99, 0.15, 0.38, 0.34, -2.19, 0.09, 0.03, -0.65, 0.73, -0.19, -0.33, -0.76, -0.96, -0.42, 0.65, 0.66, 0.49, 0.28, -0.16, 0.41, 0.39, -0.66, -0.17, 0.34, 0.33, 1.49],
  "charge": 0,
  "e_above_lowest_ev": 14.314
}

{
  "formula": "C15H22ClN5O5S",
  "method": "the ωB97M-V functional and the def2-TZVPD basis",
  "symbols": ["O", "O", "O", "O", "Cl", "O", "C", "C", "C", "C", "C", "C", "C", "C", "N", "N", "N", "N", "N", "C", "C", "C", "C", "C", "C", "C", "S", "H", "H", "H", "H", "H", "H", "H", "H", "H", "H", "H", "H", "H", "H", "H", "H", "H", "H", "H", "H", "H", "H"],
  "xyz": [[2.035442, -1.506465, 0.286876], [-1.751782, -1.111531, 2.633098], [0.151622, -2.653903, -5.327168], [2.188348, -1.247787, -4.804654], [-2.423158, -0.930027, -4.612931], [-3.952169, -0.315325, 1.046594], [0.809685, -1.227075, 0.348082], [-1.170809, -1.070390, 1.548958], [-1.967731, -0.361704, -1.950321], [0.758596, -1.022556, -2.102153], [-1.416500, -0.701300, -3.253859], [0.116764, -0.845846, -0.932683], [-1.184433, -0.520251, -0.808368], [-0.024224, -0.967360, -3.256612], [0.221100, -1.348338, 1.531847], [-1.808060, -0.413691, 0.478187], [-2.553183, 1.449248, 1.736132], [0.869876, -1.672167, 2.858037], [0.065244, -0.419634, -5.863509], [-3.651404, 1.880854, 2.543598], [-1.611978, 2.585396, 1.392488], [-2.827952, 0.526620, 0.696223], [1.200000, 0.601205, 3.672538], [0.066673, -3.701134, 3.772293], [1.847843, -0.652617, 3.175274], [1.188631, -3.052128, 3.105276], [0.708293, -1.410065, -4.789165], [-3.661852, -0.859959, 1.831824], [-3.075984, -0.002689, -1.990539], [1.851904, -1.224293, -2.273485], [-0.847448, -0.829362, -5.978291], [0.643507, -0.446435, -6.684130], [-4.566021, 2.372931, 2.052316], [-4.116771, 1.026815, 3.012127], [-3.303862, 2.590182, 3.331921], [-2.116265, 3.361518, 0.805617], [-1.192079, 3.153010, 2.211456], [-0.761766, 2.164829, 0.864876], [-3.098170, 1.056337, -0.216280], [0.318142, 0.394462, 4.321823], [0.793207, 1.103494, 2.831346], [1.995971, 1.137092, 4.128386], [-0.096896, -3.249486, 4.762968], [-0.878734, -3.724178, 3.188809], [0.462298, -4.678965, 3.924512], [2.497532, -0.996817, 3.981351], [2.485347, -0.343808, 2.429242], [2.069555, -3.232790, 3.692284], [1.328800, -3.516308, 2.132544]],
  "atomic_forces_ev_per_a": [[-2.1, 0.6, -0.2], [0.1, -0.8, -1.7], [0.7, -0.3, 2.3], [-3.2, -0.1, 0.9], [-1.0, 0.2, 0.6], [0.0, 0.6, 0.5], [6.3, -1.0, -1.6], [-1.1, 2.1, 3.9], [-1.7, 0.2, -3.1], [1.1, -0.2, -3.0], [0.8, 0.3, 3.5], [1.2, -1.0, 3.6], [-3.4, 0.9, -0.2], [-0.6, 0.0, -0.6], [-2.4, -0.5, 1.6], [4.9, -1.4, -2.1], [1.8, 2.2, 0.8], [-0.3, 2.0, -2.0], [-0.1, 2.6, 0.0], [-1.7, 0.9, 0.6], [-1.1, -1.2, -0.6], [-3.0, -1.0, 1.6], [-1.4, -0.9, 0.5], [-1.4, -0.5, 1.0], [-1.0, -0.3, 2.1], [-0.5, 0.1, -2.4], [3.3, -2.6, -2.5], [-0.1, 0.9, -1.0], [2.2, -1.0, 0.5], [-1.3, 0.1, 0.8], [0.0, 0.4, -1.0], [0.2, 0.1, -0.4], [1.4, -0.3, -0.1], [0.1, -0.2, 0.5], [-0.1, -0.6, -0.6], [0.0, -0.2, -0.5], [-0.2, -0.5, 0.9], [0.1, 0.1, -0.4], [0.1, -0.3, -0.4], [0.9, 0.1, 0.0], [-0.3, 1.0, -0.8], [0.2, 1.1, 0.6], [-0.2, -0.1, -0.4], [0.7, 0.0, 0.4], [-0.4, -1.3, 0.4], [-0.2, -0.6, -0.1], [1.5, 0.0, -2.2], [0.7, 0.7, 0.1], [0.5, -0.4, -0.1]],
  "mulliken_charge": [-0.74, -0.60, -0.59, -0.70, -0.24, -0.68, 0.90, 0.33, -0.58, -0.88, -0.50, 0.51, 0.21, 0.62, 0.13, 0.49, 0.51, -0.01, -0.58, -1.05, -1.06, -1.21, -1.09, -1.13, -0.45, -0.52, 1.20, 0.44, 0.35, 0.53, 0.25, 0.33, 0.30, 0.32, 0.31, 0.36, 0.34, 0.27, 0.66, 0.25, 0.11, 0.50, 0.25, 0.20, 0.48, 0.42, 0.31, 0.41, 0.29],
  "smiles": "CCN(CC)n1c(=O)c2cc(S(N)(=O)=O)c(Cl)cc2n([C@@H](O)N(C)C)c1=O",
  "charge": 0,
  "e_above_lowest_ev": 0.000
}

Total energy list, top to bottom, in Ha: -5421.93906, -3985.49415, -2093.00812
LUMO energy list, top to bottom, in hartree: 0.0623, 0.0101, -0.0198
HOMO level list, top to bottom, in eV: -4.086, -8.850, -8.992